Computed, not measured: 3 unconnected molecules or ions with the total composition C4H13NO2 in a non-equilibrium geometry, with ωB97M-V with the def2-TZVPD basis set.

Values from the calculation:
Energy relative to the best compared isomer or geometry (same formula, charge and spin) in eV: 2.072
SMILES: C=NCCC.O.O
E_LUMO in eV: 0.67
Charge: 0

Each line ends with the Löwdin charge.
Geometry (Å):
C (1.234, 2.254, 1.420)  -0.0739
N (1.335, 1.330, 0.556)  -0.0295
C (0.060, 0.541, 0.369)  -0.2503
C (0.387, -0.918, 0.162)  -0.2664
C (-0.890, -1.776, 0.142)  -0.1163
H (0.349, 2.892, 1.525)  0.0757
H (2.081, 2.457, 2.084)  0.0683
H (-0.451, 1.052, -0.456)  0.1217
H (-0.565, 0.599, 1.265)  0.1024
H (1.129, -1.386, 0.817)  0.1086
H (0.866, -0.968, -0.825)  0.1006
H (-0.512, -2.810, 0.160)  0.0697
H (-1.412, -1.783, -0.822)  0.0682
H (-1.654, -1.649, 0.908)  0.0675
O (4.043, -0.271, -1.068)  -0.0760
H (3.507, -0.217, -0.259)  0.0117
H (3.381, -0.246, -1.765)  0.0222
O (-3.968, 0.329, -1.596)  -0.0588
H (-4.810, 0.738, -1.824)  0.0352
H (-4.108, -0.169, -0.796)  0.0194

Force components x, y, z for each atom (eV/Å):
C 0.6 0.1 -0.5
N -0.4 -1.5 2.1
C 0.7 1.6 -0.2
C -0.6 0.0 -1.4
C 0.6 -1.4 -1.0
H -0.4 -0.6 0.6
H 0.2 0.7 -0.7
H -0.4 -0.8 -0.1
H 0.0 0.4 0.0
H -0.2 0.7 0.5
H -0.1 -0.3 0.0
H -0.4 0.1 0.4
H 0.0 0.6 0.1
H 0.4 0.3 0.3
O -0.3 -0.1 0.3
H 0.2 0.2 -0.2
H 0.0 0.1 -0.1
O 0.2 0.3 -0.5
H 0.1 -0.1 0.1
H -0.2 -0.2 0.4